Entry 1:
# C7H14N3O2

An isolated ion of composition C7H14N3O2 and charge +1 (wB97M-V/def2-TZVPD, the Open Molecules 2025 dataset).

Positions of all 26 atoms, in Å:
H (2.1062, 2.0152, -0.9984)
H (2.6453, 1.2799, 1.1492)
C (-0.9464, -1.4852, 1.2361)
C (2.2073, 0.8627, -1.1169)
H (-2.5790, 2.3579, -0.0549)
O (0.0324, 2.7585, -0.2335)
C (-0.5777, 1.7177, -0.1623)
C (-1.0444, -1.5242, -1.1910)
H (0.9878, 0.8890, 1.8866)
C (-2.2886, 0.1848, 0.0939)
C (1.8440, 0.4763, 1.2468)
H (-0.1086, -2.1689, -1.2795)
H (0.0480, -1.8250, 1.5470)
H (-1.1474, -1.0124, -2.1722)
H (-1.5964, -2.4599, 1.0169)
C (-0.9541, -0.6641, 0.0489)
H (-1.9519, -2.1839, -1.1533)
H (1.7779, 0.7140, -2.0344)
H (3.1885, 0.5423, -1.1201)
N (1.3976, 0.1663, -0.1080)
H (2.3227, -0.4707, 1.7456)
N (-0.0348, 0.4364, -0.1634)
H (-1.4092, -1.0093, 2.1187)
H (1.3822, -0.8369, -0.3675)
O (-3.3658, -0.2758, 0.0757)
N (-1.9355, 1.5154, -0.0101)

The HOMO energy comes out at -14.07 eV. As for the energy: -589.5871 Ha. As for the SMILES: C[NH+](C)N1C(=O)NC(=O)C1(C)C. Its net charge is +1. Its energy above the lowest of the compared OMol25 structures with the same formula, charge and spin is 33.7 kcal per mole. The LUMO energy comes out at -3.23 eV.

Löwdin population analysis, charges in e, atoms 1 to 5:
1 H 0.15
2 H 0.13
3 C -0.02
4 C 0.03
5 H 0.22

Entry 2:
# C7H14N3O3

An isolated ion of composition C7H14N3O3 and charge +1 (wB97M-V/def2-TZVPD, the Open Molecules 2025 dataset).

Positions of all 27 atoms, in Å:
C (-0.6114, -0.0687, -0.4792)
C (-0.3057, -0.4973, -2.8544)
H (2.0244, -1.8261, 2.6214)
H (-0.5887, 0.1881, -3.7566)
C (0.8451, 1.2214, 1.1296)
H (-0.1833, -2.2677, -0.0947)
H (2.6770, -2.3783, 0.9848)
H (-1.0144, -1.2702, -2.6102)
C (-2.6769, -1.0121, 0.2659)
H (-2.2727, -2.0572, 0.3786)
H (-0.8715, 1.8833, 0.3046)
N (-0.3294, 1.0614, 0.4799)
C (1.0778, -1.0332, 1.0188)
H (2.0476, 2.9052, 1.0377)
N (1.5372, 0.1686, 1.3683)
N (0.0200, -1.2274, 0.2126)
H (0.6015, -1.1931, -2.9793)
O (0.0459, 0.2098, -1.6495)
H (0.4388, 4.3392, 1.8990)
H (1.7675, 2.3454, 2.7170)
O (-1.9256, -0.3914, -0.7562)
H (1.2405, -3.0754, 1.5433)
H (-3.7379, -1.1488, -0.2125)
H (-2.7617, -0.3726, 1.0498)
C (1.2606, 2.5201, 1.7352)
C (1.8643, -2.1261, 1.5927)
O (0.1592, 3.3236, 1.8677)

The HOMO energy comes out at -14.22 eV. As for the energy: -664.8231 Ha. As for the SMILES: COC1(OC)NC(C)=NC(CO)=[NH+]1. Its net charge is +1. Its energy above the lowest of the compared OMol25 structures with the same formula, charge and spin is 23.9 kcal per mole. The LUMO energy comes out at -3.98 eV.

Löwdin population analysis, charges in e, atoms 1 to 5:
1 C -0.52
2 C -0.03
3 H 0.11
4 H 0.14
5 C -0.25

Entry 3:
# C7H14N3O3P

A 2-piece molecular cluster, C7H14N3O3P overall (wB97M-V/def2-TZVPD, the Open Molecules 2025 dataset).

Positions of all 28 atoms, in Å:
H (0.7777, -3.0367, 2.0890)
C (1.2760, 2.7778, -0.0425)
H (0.7546, -1.1071, 2.0803)
H (0.0031, 1.8247, -3.3322)
H (0.5020, -0.5134, -4.1391)
C (0.0929, -2.0971, 2.0687)
C (1.7451, 2.0975, 1.1333)
H (0.1550, 2.6926, -0.2195)
H (-3.9415, -1.0608, 1.5877)
H (-1.0654, -3.2678, 0.7241)
H (1.7976, 3.5930, -0.7149)
N (1.7894, 1.4459, -0.1265)
O (-0.8955, 0.4568, 0.1947)
H (-1.1582, 1.3691, -2.1730)
H (-0.4465, -2.1326, 2.9844)
N (-2.9597, 0.6472, 1.1026)
H (1.0307, 1.6481, 1.7219)
C (-0.3581, 1.0482, -2.8255)
H (2.6723, 2.4992, 1.4796)
C (-0.8336, -2.2480, 0.8101)
H (-0.7083, -0.9746, -2.7772)
C (-0.0240, -0.3446, -3.1335)
N (0.7032, 0.3578, -2.1693)
P (1.3522, -0.0499, -0.7348)
C (-1.9093, -0.0134, 0.7905)
O (-1.8953, -1.3237, 1.2370)
O (-3.8232, -0.1589, 1.9117)
H (-0.1451, -1.9736, -0.0236)

The HOMO energy comes out at -7.12 eV. As for the energy: -1006.2147 Ha. Its net charge is 0. Its energy above the lowest of the compared OMol25 structures with the same formula, charge and spin is 29.4 kcal per mole. The LUMO energy comes out at -0.73 eV.

Löwdin population analysis, charges in e, atoms 1 to 5:
1 H 0.09
2 C -0.16
3 H 0.09
4 H 0.07
5 H 0.15

Entry 4:
# C7H14NO

A 2-piece molecular cluster, C7H14NO overall (wB97M-V/def2-TZVPD, the Open Molecules 2025 dataset).

Positions of all 23 atoms, in Å:
H (1.7017, -2.2532, -1.5316)
H (-1.3753, 1.6972, 2.6606)
H (-0.1241, -2.2232, -0.8914)
N (-0.3831, 1.4290, 2.5295)
C (1.0600, -0.3938, -0.8173)
C (-1.3733, -0.1545, -0.4236)
H (1.2399, -2.2912, 0.1551)
C (0.9558, -1.9207, -0.8319)
H (0.2516, 1.7258, 3.3548)
H (1.0231, 1.2807, -2.3515)
O (0.0817, 1.6794, 0.0845)
C (-0.0319, 0.2723, -0.0574)
H (-0.0648, -0.0836, -2.6077)
H (-0.7361, 2.0225, -0.3757)
C (0.9833, 0.1431, -2.2435)
H (2.0148, -0.1535, -0.4106)
H (-1.1447, -0.4746, 2.0627)
C (-0.3260, 0.1021, 1.9846)
C (-2.4735, -0.6574, -0.4575)
H (-3.4580, -0.9611, -0.6713)
H (0.6831, -0.4212, 2.3475)
H (1.7585, -0.2828, -3.0380)
H (-0.2626, 1.9187, 1.5297)

The HOMO energy comes out at -13.46 eV. As for the energy: -404.6950 Ha. Its net charge is +1. Its energy above the lowest of the compared OMol25 structures with the same formula, charge and spin is 127.0 kcal per mole. The LUMO energy comes out at -3.51 eV.

Löwdin population analysis, charges in e, atoms 1 to 5:
1 H 0.09
2 H 0.17
3 H 0.10
4 N 0.10
5 C -0.40

Among the records above, which one has the lowest net charge? C7H14N3O3P

HOMO energy of number 4 (C7H14NO)? -13.46 eV

Among the records above, which one has the lowest energy above the lowest of the compared OMol25 structures with the same formula, charge and spin? C7H14N3O3